A cluster of 4 separate species, C21H26F24N2O11P3S in total at a distorted geometry, computed with the ωB97M-V functional and the def2-TZVPD basis.

Last columns: bonded neighbours and bond lengths (Å).
Cartesian coordinates (Å):
1 O 3.228 -0.179 7.223  P2 1.445
2 P 3.628 0.884 6.331  O1 1.445, O3 1.590, O4 1.565, N5 1.740
3 O 5.136 0.758 5.842  P2 1.590, H21 0.967
4 O 3.505 2.361 6.834  P2 1.565, H22 0.966
5 N 2.708 0.887 4.854  P2 1.740, C6 1.333, C16 1.405
6 C 3.270 1.254 3.702  N5 1.333, N7 1.329, H23 1.073
7 N 2.361 1.120 2.742  C6 1.329, P8 1.799, C11 1.380
8 P 2.588 1.468 0.991  N7 1.799, O9 1.610, O10 1.589
9 O 4.161 1.807 0.976  P8 1.610, H24 0.962
10 O 1.822 2.855 0.860  P8 1.589, H25 0.970
11 C 1.176 0.658 3.277  N7 1.380, C12 1.489, C16 1.389
12 C -0.027 0.383 2.444  C11 1.489, C13 1.557, H26 1.085, H27 1.082
13 C -0.218 -1.148 2.235  C12 1.557, C14 1.537, H28 1.084, H29 1.085
14 C 0.442 -1.671 0.950  C13 1.537, O15 1.432, H30 1.080, H31 1.086
15 O 1.557 -2.515 1.256  C14 1.432, H32 0.956
16 C 1.365 0.528 4.647  N5 1.405, C11 1.389, P17 1.832
17 P 0.100 -0.027 5.850  C16 1.832, O18 1.573, O19 1.567, S20 1.933
18 O -0.007 -1.581 5.632  P17 1.573, H33 0.970
19 O 0.554 0.222 7.330  P17 1.567, H34 0.964
20 S -1.564 0.875 5.459  P17 1.933
21 H 5.227 -0.099 5.402  O3 0.967
22 H 4.342 2.725 7.151  O4 0.966
23 H 4.283 1.591 3.597  C6 1.073
24 H 4.538 1.400 0.189  O9 0.962
25 H 1.706 3.348 1.687  O10 0.970
26 H 0.050 0.868 1.476  C12 1.085
27 H -0.887 0.797 2.955  C12 1.082
28 H 0.264 -1.645 3.069  C13 1.084
29 H -1.276 -1.385 2.262  C13 1.085
30 H -0.260 -2.284 0.403  C14 1.080
31 H 0.817 -0.844 0.354  C14 1.086
32 H 2.327 -1.962 1.381  O15 0.956
33 H -0.945 -1.757 5.458  O18 0.970
34 H 0.780 1.140 7.516  O19 0.964
35 C -3.343 -2.825 -4.275  C36 1.538, O42 1.426, H49 1.086, H50 1.089
36 C -3.631 -3.639 -3.003  C35 1.538, C37 1.531, F40 1.354, F41 1.360
37 C -4.593 -3.054 -1.965  C36 1.531, F38 1.350, F39 1.352, H51 1.093
38 F -4.132 -1.894 -1.453  C37 1.350
39 F -4.713 -3.932 -0.943  C37 1.352
40 F -2.459 -3.972 -2.409  C36 1.354
41 F -4.210 -4.796 -3.421  C36 1.360
42 O -2.139 -2.063 -4.316  C35 1.426, C43 1.374
43 C -2.104 -0.791 -3.798  O42 1.374, C44 1.531, F47 1.341, F48 1.349
44 C -1.124 -0.694 -2.627  C43 1.531, F45 1.348, F46 1.353, H52 1.093
45 F -1.468 -1.543 -1.639  C44 1.348
46 F -1.141 0.562 -2.122  C44 1.353
47 F -3.324 -0.342 -3.469  C43 1.341
48 F -1.643 0.022 -4.771  C43 1.349
49 H -3.203 -3.567 -5.055  C35 1.086
50 H -4.204 -2.234 -4.584  C35 1.089
51 H -5.581 -2.890 -2.403  C37 1.093
52 H -0.110 -0.930 -2.960  C44 1.093
53 C 0.492 -3.330 -5.535  C54 1.539, O60 1.419, H67 1.087, H68 1.091
54 C -0.197 -4.044 -6.712  C53 1.539, C55 1.531, F58 1.346, F59 1.367
55 C 0.010 -5.554 -6.852  C54 1.531, F56 1.346, F57 1.352, H69 1.094
56 F 1.307 -5.858 -7.046  C55 1.346
57 F -0.684 -5.987 -7.928  C55 1.352
58 F 0.123 -3.423 -7.862  C54 1.346
59 F -1.542 -3.876 -6.532  C54 1.367
60 O 1.707 -2.651 -5.812  C53 1.419, C61 1.369
61 C 2.918 -3.287 -5.790  O60 1.369, C62 1.532, F65 1.343, F66 1.355
62 C 3.599 -3.273 -7.162  C61 1.532, F63 1.344, F64 1.350, H70 1.092
63 F 2.829 -3.880 -8.080  C62 1.344
64 F 4.769 -3.942 -7.074  C62 1.350
65 F 2.822 -4.530 -5.290  C61 1.343
66 F 3.716 -2.587 -4.947  C61 1.355
67 H -0.182 -2.531 -5.237  C53 1.087
68 H 0.579 -3.975 -4.660  C53 1.091
69 H -0.357 -6.080 -5.966  C55 1.094
70 H 3.789 -2.245 -7.477  C62 1.092
71 C -1.461 4.765 3.942  C72 1.536, O78 1.408, H85 1.090, H86 1.090
72 C -0.238 4.690 3.015  C71 1.536, C73 1.533, F76 1.348, F77 1.384
73 C 0.484 5.991 2.651  C72 1.533, F74 1.336, F75 1.365, H87 1.093
74 F -0.303 6.832 1.974  C73 1.336
75 F 1.542 5.664 1.852  C73 1.365
76 F -0.554 4.011 1.894  C72 1.348
77 F 0.711 3.926 3.672  C72 1.384
78 O -2.732 4.727 3.338  C71 1.408, C79 1.376
79 C -3.341 5.874 2.882  O78 1.376, C80 1.531, F83 1.344, F84 1.344
80 C -3.563 5.829 1.367  C79 1.531, F81 1.350, F82 1.346, H88 1.092
81 F -2.384 5.679 0.725  C80 1.350
82 F -4.118 6.990 0.972  C80 1.346
83 F -2.667 6.974 3.258  C79 1.344
84 F -4.554 5.933 3.458  C79 1.344
85 H -1.422 3.846 4.528  C71 1.090
86 H -1.371 5.580 4.660  C71 1.090
87 H 0.867 6.492 3.544  C73 1.093
88 H -4.221 4.998 1.106  C80 1.092

Results
HOMO-LUMO gap (eV): 8.644
HOMO level (eV): -12.171
Total charge: +1
E_tot (Ha): -5572.0344

Results of the Mulliken charge analysis, in e, for atoms 1 through 6:
1. O -0.519
2. P 0.503
3. O -0.558
4. O -0.438
5. N 0.435
6. C -0.161